DFT (the ωB97M-V functional and the def2-TZVPD basis) results for a molecular structure, C24H15BiCl2N5O2 in a non-equilibrium geometry.

Last column: natural (NBO) charge in e.
Element x y z (Å)
1 Bi -0.39 -0.60 -0.56  1.6679
2 O 1.28 -4.69 -0.62  -0.6611
3 C 1.03 -3.49 -0.78  0.6235
4 N 0.35 -2.66 0.02  -0.7055
5 C -0.01 -3.05 1.34  0.0836
6 C 0.59 -4.08 2.05  -0.2173
7 C 0.22 -4.36 3.35  -0.2480
8 C -0.78 -3.61 3.96  -0.2229
9 C -1.39 -2.57 3.28  -0.2663
10 C -1.01 -2.26 1.97  0.2225
11 N -1.49 -1.17 1.24  -0.7760
12 C -2.17 -0.11 1.78  0.6597
13 O -2.80 -0.12 2.82  -0.6212
14 C -2.09 1.10 0.95  -0.8081
15 C -2.36 3.81 0.61  -0.4103
16 C -3.13 4.55 -0.20  -0.1939
17 C -3.39 4.24 -1.56  -0.4361
18 C -2.83 3.12 -2.08  0.0498
19 N -2.05 2.17 -1.52  -0.7402
20 C 1.56 -2.87 -2.07  0.1399
21 C 2.23 -3.69 -2.98  -0.2130
22 C 2.73 -3.12 -4.13  -0.1686
23 C 2.55 -1.76 -4.36  -0.2592
24 C 1.87 -1.03 -3.40  0.0460
25 N 1.40 -1.57 -2.28  -0.4562
26 H 1.36 -4.66 1.57  0.2370
27 H 0.71 -5.16 3.89  0.1968
28 H -1.08 -3.83 4.98  0.1970
29 H -2.15 -1.97 3.75  0.2475
30 H -2.10 4.02 1.64  0.2336
31 H -3.55 5.46 0.23  0.2164
32 H -4.00 4.89 -2.17  0.2130
33 H -2.99 2.88 -3.13  0.1943
34 H 2.34 -4.74 -2.74  0.2511
35 H 3.27 -3.72 -4.85  0.2120
36 H 2.92 -1.28 -5.25  0.2167
37 H 1.69 0.04 -3.53  0.2018
38 Cl -1.68 2.22 0.10  1.5768
39 C 0.02 2.53 0.14  -0.4812
40 C 0.56 3.71 -0.39  -0.1875
41 C 1.64 4.27 0.24  -0.3290
42 C 2.15 3.63 1.41  -0.2329
43 C 1.75 2.38 1.77  -0.0916
44 Cl 2.27 1.65 3.25  -0.0137
45 C 0.89 1.59 0.86  0.2023
46 N 1.09 0.33 0.67  -0.7855
47 H 0.05 4.22 -1.20  0.2206
48 H 2.07 5.21 -0.10  0.2035
49 H 2.85 4.16 2.05  0.2118

Output
- F_max: 1.6 eV/Å
- Net charge: -1
- Frontier orbital gap: 6.710 eV